[1]
{"formula": "C4H6OS2", "method": "ωB97M-V with the def2-TZVPD basis set", "smiles": "S[C@H]1[C@@H]2OCS[C@@H]12", "homo_lumo_gap_ev": 8.995, "lumo_ev": 0.615, "homo_ha": -0.308, "elements": ["S", "C", "C", "O", "C", "S", "C", "H", "H", "H", "H", "H", "H"], "positions_angstrom": [[-2.452, 1.075, -0.622], [-1.194, -0.160, -0.727], [0.306, 0.163, -0.795], [1.541, -0.442, -0.997], [2.378, -0.665, 0.202], [1.036, -0.303, 1.530], [-0.180, -0.604, 0.352], [-1.537, 2.189, -0.478], [-1.569, -1.044, -1.076], [0.325, 1.258, -0.380], [3.325, 0.054, 0.370], [2.423, -1.926, 0.461], [-0.494, -1.759, 0.346]]}


[2]
{"formula": "C3H12N2O2", "method": "ωB97M-V with the def2-TZVPD basis set", "multiplicity": 2, "homo_lumo_gap_ev": [2.846, 7.727], "s2": 0.751, "lumo_ev": [3.859, 3.650], "homo_ha": [0.037, -0.150], "charge": -1, "elements": ["C", "C", "C", "N", "N", "H", "H", "H", "H", "H", "H", "H", "H", "H", "H", "O", "H", "H", "O"], "positions_angstrom": [[-2.344, 0.322, 0.105], [-1.036, -0.385, -0.187], [-0.272, -0.787, 0.840], [0.968, -1.516, 0.785], [-0.654, -0.537, -1.508], [-2.190, 1.207, 0.716], [-2.827, 0.618, -0.825], [-3.024, -0.397, 0.583], [-0.731, -0.775, 1.822], [0.786, -2.520, 0.902], [1.409, -1.480, -0.128], [-1.188, -0.021, -2.185], [0.341, -0.532, -1.700], [2.010, 2.110, 1.870], [0.772, 1.216, 1.911], [1.125, 2.015, 1.489], [1.954, 0.692, -0.822], [2.605, 0.704, -2.173], [2.296, 0.066, -1.494]]}


[3]
{"formula": "C12H24O5STl", "method": "ωB97M-V with the def2-TZVPD basis set", "homo_lumo_gap_ev": [5.303, 7.229], "lumo_ev": [-13.798, -11.888], "homo_ha": [-0.702, -0.703], "charge": 3, "elements": ["Tl", "C", "C", "O", "C", "C", "O", "C", "C", "O", "C", "C", "O", "H", "H", "H", "H", "H", "H", "H", "H", "H", "H", "H", "H", "H", "H", "H", "H", "O", "S", "C", "C", "C", "C", "H", "H", "H", "H", "H", "H", "H", "H"], "positions_angstrom": [[0.519, 0.095, 0.250], [1.707, -3.338, -0.836], [0.205, -3.149, -0.881], [-0.163, -1.883, -1.434], [0.037, -1.783, -2.848], [0.275, -0.331, -3.191], [1.352, 0.209, -2.391], [2.621, 0.070, -2.982], [3.711, 0.635, -2.041], [3.427, 0.258, -0.709], [4.206, -0.647, -0.018], [3.666, -2.125, -0.328], [2.290, -2.179, -0.194], [2.143, -3.439, -1.834], [1.948, -4.239, -0.269], [-0.215, -3.175, 0.124], [-0.239, -3.969, -1.450], [-0.855, -2.134, -3.374], [0.876, -2.404, -3.166], [-0.601, 0.273, -2.957], [0.494, -0.215, -4.253], [2.696, 0.632, -3.918], [2.864, -0.980, -3.179], [3.630, 1.730, -2.042], [4.708, 0.321, -2.346], [4.068, -0.452, 1.045], [5.253, -0.612, -0.327], [4.200, -2.709, 0.435], [3.999, -2.428, -1.325], [-2.559, 1.875, 1.342], [-3.789, 2.561, 1.779], [-3.499, 3.913, 2.952], [-3.866, 3.273, 4.291], [-5.113, 2.408, 4.052], [-4.877, 1.533, 2.817], [-4.180, 4.717, 2.666], [-2.467, 4.228, 2.799], [-4.082, 4.064, 5.009], [-3.034, 2.683, 4.676], [-5.991, 3.036, 3.905], [-5.311, 1.758, 4.904], [-5.769, 1.284, 2.245], [-4.286, 0.635, 3.001]]}


[4]
{"formula": "C31H40N4OOsP2S2Si", "method": "ωB97M-V with the def2-TZVPD basis set", "multiplicity": 5, "homo_lumo_gap_ev": [6.858, 7.038], "s2": 6.016, "lumo_ev": [-5.410, -6.675], "homo_ha": [-0.451, -0.504], "charge": 2, "elements": ["Os", "C", "P", "C", "C", "C", "P", "C", "C", "H", "H", "H", "H", "H", "H", "H", "H", "H", "H", "H", "H", "H", "H", "H", "H", "S", "C", "N", "C", "C", "C", "C", "C", "C", "H", "H", "H", "H", "H", "N", "C", "N", "C", "C", "O", "C", "C", "H", "H", "H", "H", "H", "H", "H", "H", "C", "C", "C", "C", "C", "C", "Si", "C", "C", "C", "C", "C", "C", "H", "H", "H", "H", "H", "H", "H", "H", "H", "H", "H", "S", "C", "N"], "positions_angstrom": [[-0.296, 0.291, 0.391], [-1.192, 2.513, 2.938], [0.056, 2.400, 1.595], [1.597, 2.802, 2.492], [-0.313, 3.958, 0.695], [-1.705, 3.916, 0.066], [-1.927, 2.427, -1.010], [-0.844, 2.876, -2.429], [-3.566, 2.787, -1.742], [-2.158, 2.143, 2.600], [-1.285, 3.551, 3.259], [-0.871, 1.919, 3.793], [1.401, 3.523, 3.284], [2.335, 3.212, 1.803], [2.013, 1.892, 2.928], [0.452, 4.122, -0.067], [-0.248, 4.772, 1.421], [-1.884, 4.813, -0.530], [-2.473, 3.890, 0.842], [-0.902, 3.951, -2.607], [-1.199, 2.352, -3.316], [0.194, 2.588, -2.254], [-3.577, 3.805, -2.133], [-4.346, 2.679, -0.989], [-3.767, 2.084, -2.552], [2.057, -4.049, 1.289], [0.987, -2.728, 1.532], [1.342, -1.585, 1.032], [2.564, -1.698, 0.384], [3.256, -0.662, -0.242], [4.458, -0.944, -0.853], [4.988, -2.240, -0.841], [4.330, -3.272, -0.204], [3.115, -2.988, 0.409], [0.066, -2.881, 2.077], [2.839, 0.339, -0.218], [5.007, -0.159, -1.354], [5.934, -2.435, -1.326], [4.743, -4.272, -0.175], [-1.166, -0.605, 2.258], [-0.798, -0.664, 3.363], [-0.403, -0.718, 4.593], [0.998, -1.034, 4.928], [0.999, -2.022, 6.087], [0.301, -1.475, 7.183], [-1.060, -1.254, 6.880], [-1.220, -0.262, 5.730], [1.499, -0.117, 5.249], [1.510, -1.432, 4.055], [2.019, -2.213, 6.416], [0.539, -2.970, 5.776], [-1.521, -0.849, 7.778], [-1.550, -2.201, 6.619], [-0.869, 0.724, 6.048], [-2.265, -0.190, 5.433], [-4.411, -0.427, -4.367], [-4.434, -0.834, -3.040], [-3.267, -0.836, -2.295], [-2.044, -0.464, -2.865], [-2.041, -0.038, -4.197], [-3.213, -0.020, -4.939], [-0.447, -0.543, -1.852], [0.878, -0.748, -3.178], [0.720, -1.695, -4.195], [1.628, -1.774, -5.238], [2.693, -0.884, -5.304], [2.861, 0.063, -4.305], [1.972, 0.118, -3.243], [-5.317, -0.436, -4.957], [-5.362, -1.164, -2.590], [-3.309, -1.137, -1.250], [-1.117, 0.265, -4.675], [-3.187, 0.294, -5.975], [-1.707, -2.948, -1.101], [-0.137, -2.358, -4.190], [1.496, -2.519, -6.012], [3.380, -0.923, -6.138], [3.681, 0.768, -4.357], [2.123, 0.863, -2.468], [1.104, -4.590, -2.394], [0.021, -3.646, -1.844], [-0.757, -2.800, -1.417]]}


[5]
{"formula": "C4H9HoO3", "method": "ωB97M-V with the def2-TZVPD basis set", "multiplicity": 5, "homo_lumo_gap_ev": [7.902, 3.500], "s2": 6.013, "lumo_ev": [-7.810, -11.458], "homo_ha": [-0.577, -0.550], "charge": 2, "elements": ["O", "C", "C", "C", "C", "O", "H", "H", "H", "H", "H", "H", "H", "H", "Ho", "O", "H"], "positions_angstrom": [[-0.659, -0.616, -1.271], [0.343, 0.111, -0.638], [-0.106, 0.617, 0.730], [0.916, 1.554, 1.377], [2.212, 0.879, 1.718], [3.310, 1.363, 1.552], [-2.564, -2.502, -1.084], [0.670, 0.978, -1.245], [1.242, -0.524, -0.502], [-0.302, -0.247, 1.386], [-1.059, 1.157, 0.628], [1.121, 2.433, 0.750], [2.111, -0.108, 2.229], [0.510, 1.918, 2.337], [-1.548, -1.202, -3.407], [-2.768, -2.593, -2.123], [-3.430, -3.218, -2.436]]}


[6]
{"formula": "C2H10N3", "method": "ωB97M-V with the def2-TZVPD basis set", "homo_lumo_gap_ev": 11.498, "lumo_ev": -2.897, "homo_ha": -0.529, "charge": 1, "elements": ["C", "N", "C", "N", "H", "H", "H", "H", "H", "H", "N", "H", "H", "H", "H"], "positions_angstrom": [[1.157, -0.499, -0.855], [0.373, 2.202, -0.919], [-0.261, 1.297, -0.169], [0.011, 0.045, -0.115], [0.984, -0.528, -1.926], [1.361, -1.489, -0.477], [2.042, 0.106, -0.655], [0.031, 3.143, -0.955], [1.051, 1.942, -1.620], [-0.964, 1.723, 0.537], [-1.172, -1.628, 1.455], [-0.506, -1.992, 2.134], [-1.910, -1.172, 1.984], [-0.580, -0.737, 0.595], [-1.615, -2.413, 0.986]]}